19
Properties=species:S:1:pos:R:3 method="wB97M-V/def2-TZVPD" relative_energy_kcal_mol=118.0 lumo_energy_ev=0.9843 gap_ev=10.3533 multiplicity=1 charge=0
C -2.258 -0.343 -0.292
C -1.112 0.552 0.161
C -0.088 -0.095 1.135
C 1.315 0.389 0.578
C 2.355 -0.715 0.634
C 1.255 0.947 -0.979
C 0.027 0.800 -0.733
H -1.886 -1.256 -0.767
H -2.859 -0.627 0.580
H -2.917 0.172 -0.998
H -1.506 1.496 0.558
H -0.244 0.169 2.185
H -0.150 -1.183 1.028
H 1.646 1.264 1.145
H 2.042 -1.565 0.018
H 2.481 -1.064 1.668
H 3.315 -0.356 0.254
H -0.396 0.539 -2.979
H -1.022 0.875 -3.196


24
Properties=species:S:1:pos:R:3 method="wB97M-V/def2-TZVPD" s2=0.753 relative_energy_kcal_mol=0.0 lumo_energy_ev="-3.1079 / -8.1440" gap_ev="9.0409 / 3.9994" multiplicity=2 charge=+1
C 0.888 2.980 1.217
C -1.882 1.309 -0.789
C -0.827 2.140 -0.432
C -2.392 0.410 0.136
C -0.260 2.083 0.837
C -1.823 0.332 1.407
C -0.779 1.176 1.757
H -2.333 1.377 -1.766
H -0.437 2.851 -1.153
H -3.183 -0.270 -0.145
H -2.260 -0.343 2.128
H 1.460 3.257 0.332
H 1.548 2.459 1.906
H -0.350 1.111 2.751
H 0.568 3.894 1.712
C 0.632 -1.379 0.004
C 2.782 -2.585 -1.289
S 1.013 -2.651 -1.181
H -0.276 -0.878 -0.357
H 0.343 -1.868 0.941
H 1.469 -0.700 0.112
H 3.116 -1.559 -1.448
H 3.117 -3.233 -2.097
H 3.164 -2.958 -0.337